This record from the OMol25 dataset describes CH4NO2Si as an isolated structure. The level of theory is ωB97M-V/def2-TZVPD.

Results
Energy above the lowest of the compared OMol25 structures with the same formula, charge and spin ... 284.0 kJ/mol
Multiplicity ... 1
Net charge ... -1

Geometry as XYZ:
```
9
Properties=species:S:1:pos:R:3:forces:R:3
C -0.014908 1.536184 0.561762 0.583 1.083 0.431
N 0.178828 -0.782683 -1.105630 1.227 -0.329 -0.663
O 0.774145 2.215193 1.176361 0.634 0.240 0.977
O -0.697598 1.843195 -0.452670 -0.946 -0.677 -0.692
Si -0.508066 -0.223231 0.360230 -1.249 -1.755 -0.001
H 0.894154 -0.059032 -1.409261 -0.984 -1.756 0.272
H 0.508096 -1.780557 -1.049615 -0.042 1.866 -0.167
H 0.956721 -2.183114 1.513886 -1.086 1.066 -0.448
H -2.091374 -0.565956 0.404938 1.864 0.262 0.291
```
Positions in Å, forces in eV/Å.

Atomic partial charges in e from the Löwdin method, atoms 1 to 4:
1 C -0.882
2 N -0.197
3 O -0.049
4 O -0.122

=====

This record from the OMol25 dataset describes C25H35N3O5S in the gas phase. The level of theory is ωB97M-V/def2-TZVPD.

Results
Energy above the lowest of the compared OMol25 structures with the same formula, charge and spin ... 363.5 kJ/mol
SMILES ... COc1ccc([C@@H](CNC(=O)c2ccc(C)c(S(=O)(=O)N3CCCCC3)c2)N(C)C)cc1OC
Multiplicity ... 1

Geometry as XYZ:
```
69
Properties=species:S:1:pos:R:3:forces:R:3
C -0.229240 -1.428831 -3.768492 -0.083 -0.232 -0.088
H -0.370396 -2.312208 -3.139134 -0.019 0.040 -0.083
O -0.084031 -0.274520 -2.974664 -0.092 0.321 0.255
C -1.100819 0.053512 -2.131418 0.096 0.087 -0.012
C -2.361233 -0.518962 -2.136755 0.321 -0.106 -0.158
C -3.347939 -0.083050 -1.259831 -0.059 0.233 0.254
C -3.084377 0.928792 -0.358347 -0.189 -0.072 -0.307
C -1.810936 1.494168 -0.329768 0.199 -0.014 -0.182
C -0.824152 1.081073 -1.201949 0.126 -0.056 -0.106
O 0.442051 1.593412 -1.232109 -0.313 -0.366 -0.283
C 0.771840 2.580890 -0.287587 0.048 0.187 0.189
H 0.662882 2.212331 0.738597 -0.018 0.007 -0.023
H 1.816114 2.828240 -0.473753 -0.049 0.026 0.045
H 0.159472 3.479458 -0.413269 0.016 -0.031 0.025
H -1.632100 2.269619 0.395771 0.083 0.122 0.060
C -4.094061 1.378788 0.679572 0.056 -0.075 0.037
N -3.824879 2.777978 1.001944 -0.121 -0.095 0.106
C -4.305997 3.253171 2.282214 0.082 -0.072 0.078
H -5.372372 3.038964 2.455596 -0.055 0.031 0.015
H -3.702439 2.823047 3.079533 -0.116 0.022 0.084
H -4.168247 4.332821 2.313015 -0.035 0.037 0.027
C -4.287635 3.617821 -0.083439 0.075 0.043 -0.014
H -3.944745 4.637914 0.082961 -0.027 0.067 -0.056
H -5.386588 3.626576 -0.173100 -0.014 -0.014 -0.003
H -3.868630 3.259251 -1.022524 -0.027 0.059 -0.070
C -4.012825 0.390681 1.875816 -0.025 0.274 0.047
N -2.701894 -0.180939 2.059657 -0.082 -0.246 -0.020
C -1.719030 0.402945 2.778775 -0.039 -0.408 -0.073
O -1.903347 1.329083 3.545554 0.004 0.283 0.126
C -0.376159 -0.242652 2.618675 0.403 -0.042 0.031
C -0.015962 -0.996028 1.505525 -0.190 0.124 0.036
C 1.227616 -1.588959 1.443324 0.080 -0.238 -0.488
C 2.165355 -1.455118 2.461098 0.077 0.033 0.076
C 1.809382 -0.669657 3.554870 -0.014 -0.092 -0.154
C 0.563473 -0.076009 3.633666 -0.220 0.051 -0.119
H 0.288316 0.524314 4.488205 -0.021 0.058 0.060
H 2.517632 -0.534077 4.359097 0.080 -0.020 0.063
C 3.494791 -2.122004 2.364707 0.229 -0.028 0.199
H 4.098745 -1.637849 1.598890 0.097 -0.013 0.007
H 4.020965 -2.080243 3.315053 0.025 0.002 0.054
H 3.360214 -3.157161 2.059017 0.158 -0.034 0.069
S 1.540391 -2.629826 0.017334 0.180 -0.114 0.041
O 1.899314 -3.948383 0.459284 0.159 -0.009 0.064
O 0.406449 -2.538258 -0.866586 0.001 0.334 0.042
N 2.912289 -1.948475 -0.667940 -0.782 -0.257 0.701
C 2.699605 -0.571549 -1.071724 -0.017 0.710 -0.074
C 4.023636 0.046359 -1.510678 -0.172 -0.163 -0.098
C 4.630821 -0.773733 -2.645061 0.200 0.000 0.230
C 4.784342 -2.224666 -2.196795 -0.277 0.108 -0.096
C 3.433212 -2.768691 -1.746170 0.294 -0.646 -0.197
H 3.519701 -3.783637 -1.354966 0.060 -0.003 -0.194
H 2.729953 -2.776988 -2.592656 0.051 -0.019 -0.014
H 5.168242 -2.841211 -3.010639 0.014 -0.053 0.036
H 5.485703 -2.277922 -1.362584 0.065 -0.058 0.026
H 5.600207 -0.362256 -2.932364 -0.035 0.015 -0.081
H 3.971497 -0.728740 -3.514423 -0.007 0.021 -0.102
H 3.844792 1.072431 -1.833118 -0.007 0.049 0.053
H 4.713740 0.062856 -0.664504 0.037 0.067 0.055
H 2.295555 -0.039061 -0.208691 -0.016 0.140 -0.140
H 1.966180 -0.506188 -1.884620 0.017 0.036 0.078
H -0.659062 -1.134359 0.649358 -0.172 0.056 -0.068
H -2.443062 -0.892825 1.395882 0.037 0.059 0.112
H -4.701804 -0.434996 1.683224 0.029 0.122 0.033
H -4.299751 0.876977 2.806025 -0.097 -0.108 -0.038
H -5.117604 1.278626 0.266721 0.111 0.008 0.023
H -4.324722 -0.543623 -1.292858 -0.136 -0.042 -0.011
H -2.592317 -1.316356 -2.823654 0.038 -0.082 -0.112
H -1.058541 -1.331141 -4.476868 0.039 0.007 0.021
H 0.702417 -1.520948 -4.325920 -0.064 -0.034 0.009
```
Positions in Å, forces in eV/Å.

Atomic partial charges in e from the Löwdin method, atoms 1 to 4:
1 C -0.084
2 H 0.084
3 O -0.091
4 C -0.212

=====

This record from the OMol25 dataset describes C26H26N2S2 in the gas phase. The level of theory is ωB97M-V/def2-TZVPD.

Results
SMILES ... CN(C)c1ccc(C2(SC(=S)N3CCCC3)c3ccccc3-c3ccccc32)cc1
Multiplicity ... 1
E_tot ... -52034.524 eV

Geometry as XYZ:
```
56
Properties=species:S:1:pos:R:3:forces:R:3
C -4.257920 0.078358 -3.149835 -0.205 0.336 -0.021
C -4.101588 -1.290809 -3.836043 -0.066 -0.263 -0.152
C -2.640574 -1.718271 -3.683666 -0.411 -0.079 -0.119
N -2.043512 -0.675439 -2.861178 0.563 0.179 0.282
C -0.755319 -0.784124 -2.516682 0.070 -1.258 -0.904
S 0.155123 -2.078691 -3.043067 -0.174 0.462 -0.178
S -0.060785 0.538202 -1.609945 -0.117 0.932 0.064
C -2.910511 0.460375 -2.513534 -0.124 0.019 0.037
H -4.521974 0.837853 -3.890336 -0.167 -0.087 0.177
H -5.039573 0.047997 -2.382897 0.101 0.081 -0.245
H -4.738618 -2.052856 -3.375396 -0.037 0.254 -0.122
H -4.352135 -1.239902 -4.900503 -0.132 0.015 0.244
H -2.561962 -2.702590 -3.185545 0.187 0.500 -0.157
H -2.119043 -1.813589 -4.657898 -0.075 0.142 0.568
H -2.512658 1.421659 -2.915529 -0.187 -0.746 0.205
H -2.984945 0.575899 -1.414345 0.125 -0.148 -0.555
C 3.106311 5.144184 2.547717 -0.024 -0.224 0.105
N 3.161064 3.746496 2.912518 0.838 0.263 0.278
C 3.726737 3.485612 4.217868 -0.328 0.022 -0.052
C 2.467363 2.779994 2.217323 -0.553 -0.454 -0.562
C 2.638210 2.673980 0.813778 -0.175 -0.310 0.714
C 1.957663 1.684804 0.117542 0.362 0.469 0.040
C 1.057840 0.846326 0.784333 -0.333 -0.082 -0.100
C 0.346472 -0.239911 0.016184 0.037 -0.709 -0.170
C -0.939447 -0.861136 0.582763 0.350 -0.436 0.234
C -0.875410 -2.257141 0.433019 -0.292 -0.119 -0.174
C -1.949062 -3.088957 0.738750 0.091 0.428 -0.025
C -3.087372 -2.508359 1.295220 -0.012 0.296 0.127
C -3.128649 -1.127710 1.541657 0.276 0.210 -0.107
C -2.052379 -0.291194 1.179365 -0.317 -0.136 -0.157
C 0.439719 -2.637958 -0.078875 0.683 0.156 -0.034
C 1.209915 -1.474065 -0.247286 -0.609 -0.439 0.428
C 2.514854 -1.540938 -0.678563 0.074 -0.051 0.238
C 3.057846 -2.797375 -0.951281 -0.084 0.019 -0.188
C 2.271760 -3.953656 -0.874932 -0.254 0.074 0.047
C 0.947982 -3.886041 -0.425753 0.176 0.332 0.016
C 0.839272 0.982175 2.153919 0.261 0.075 -0.304
C 1.575716 1.909185 2.878859 0.057 0.323 -0.243
H 2.728538 5.270257 1.530165 0.120 -0.033 0.171
H 2.440834 5.693882 3.234885 0.115 0.060 -0.139
H 4.117362 5.556110 2.629683 -0.148 0.243 -0.135
H 4.026726 2.434159 4.320626 -0.127 0.281 -0.101
H 4.615509 4.119583 4.323326 -0.089 -0.161 0.136
H 3.026410 3.736448 5.030130 0.146 -0.040 0.076
H 3.351284 3.328646 0.305628 -0.271 -0.219 0.193
H 2.158771 1.593944 -0.959867 -0.257 -0.081 0.616
H -1.871389 -4.154362 0.527243 -0.148 0.190 0.203
H -3.941068 -3.126251 1.568997 0.163 0.134 -0.076
H -4.002933 -0.676816 2.019541 0.267 -0.237 -0.184
H -2.089650 0.787487 1.345391 -0.109 -0.281 -0.020
H 3.073089 -0.615239 -0.795075 0.142 -0.291 -0.060
H 4.091625 -2.866710 -1.283183 -0.200 -0.042 0.031
H 2.676748 -4.911954 -1.201987 -0.013 0.259 0.191
H 0.295081 -4.758590 -0.402746 0.318 0.081 0.055
H 0.061298 0.377961 2.620145 0.390 0.071 0.059
H 1.401355 2.019051 3.949387 0.125 0.017 -0.252
```
Positions in Å, forces in eV/Å.

Atomic partial charges in e from the Löwdin method, atoms 1 to 4:
1 C -0.153
2 C -0.157
3 C -0.211
4 N -0.181

=====

Summary of max |F| in eV/Å
2.15; 1.08; 1.55
(order as listed above)
Summary of molar mass in u
90.13; 489.64; 430.64
(order as listed above)